1.
A single C20H41BO5 molecule. Source: OMol25; level of theory: wB97M-V/def2-TZVPD.

The geometry in XYZ format:
```
67
C20H41BO5, DFT wB97M-V/def2-TZVPD
C 3.134 -3.056 0.854
C 2.790 -4.306 1.883
C 1.153 -4.450 2.072
C 0.471 -3.201 2.890
C -0.719 -2.561 1.918
C -1.182 -1.064 2.449
C -2.671 -1.041 3.142
C -3.808 -0.209 2.300
C -3.371 1.317 1.874
C -2.966 1.320 0.285
C -3.375 2.766 -0.447
C -3.861 2.360 -1.976
C -2.623 2.005 -2.998
C -2.130 0.413 -2.912
C -0.524 0.341 -2.576
C 0.322 -0.348 -3.799
C 1.944 -0.416 -3.576
C 2.428 -0.603 -2.021
O 3.884 -0.238 -1.999
C 3.842 1.235 -1.710
O 3.919 2.144 -2.719
O 3.774 1.723 -0.310
C 3.720 3.192 -0.248
B 3.483 3.786 1.295
O 2.458 4.859 1.516
O 4.241 3.359 2.487
H 4.310 -2.857 0.834
H 2.532 -2.093 1.194
H 2.857 -3.380 -0.249
H 3.263 -4.171 2.946
H 3.165 -5.320 1.434
H 0.887 -5.469 2.622
H 0.684 -4.550 0.985
H 0.029 -3.566 3.928
H 1.277 -2.382 3.153
H -1.619 -3.310 1.834
H -0.257 -2.485 0.820
H -0.385 -0.712 3.255
H -1.082 -0.337 1.507
H -2.594 -0.707 4.284
H -3.053 -2.171 3.184
H -4.756 -0.111 3.018
H -4.160 -0.823 1.365
H -2.533 1.741 2.590
H -4.333 2.011 2.001
H -1.804 1.196 0.129
H -3.599 0.501 -0.277
H -4.215 3.350 0.164
H -2.416 3.436 -0.497
H -4.396 3.321 -2.409
H -4.696 1.511 -1.967
H -3.016 2.142 -4.110
H -1.707 2.731 -2.861
H -2.298 -0.088 -3.979
H -2.760 -0.222 -2.155
H -0.049 1.409 -2.336
H -0.349 -0.309 -1.597
H 0.147 0.346 -4.755
H -0.171 -1.392 -4.093
H 2.479 0.488 -4.130
H 2.317 -1.389 -4.157
H 1.917 0.110 -1.247
H 2.404 -1.745 -1.674
H 4.781 3.621 -0.582
H 2.845 3.671 -0.895
H 1.657 4.484 1.996
H 4.366 4.189 3.050
```

Results
**SMILES**: CCCCCCCCCCCCCCCCCCOC(=O)OCB(O)O
**Energy**: -1187.38100 Eh
**Molecular weight**: 372.4 g mol⁻¹


2.
11 unconnected molecules or ions with the total composition C20H41ClN10O20. Source: OMol25; level of theory: wB97M-V/def2-TZVPD.

The geometry in XYZ format:
```
92
C20H41ClN10O20, DFT wB97M-V/def2-TZVPD
C -2.893 -0.051 0.459
C -2.025 1.112 0.022
N -0.673 0.670 -0.359
C -0.297 -0.268 -1.269
C 1.048 -0.373 -1.221
N 1.493 0.456 -0.195
C 0.422 1.093 0.270
C 2.888 0.648 0.190
H -3.097 -0.796 -0.309
H -3.853 0.371 0.761
H -2.439 -0.567 1.307
H -1.945 1.922 0.744
H -2.441 1.559 -0.885
H -0.962 -0.774 -1.944
H 1.682 -0.962 -1.860
H 0.425 1.813 1.073
H 3.015 1.601 0.692
H 3.539 0.513 -0.664
H 3.124 -0.128 0.915
Cl -1.733 5.018 2.780
O -2.532 6.135 2.360
O -1.916 3.900 1.909
O -0.340 5.418 2.726
O -2.071 4.670 4.145
C -0.706 1.814 -4.840
N -1.816 1.301 -4.017
O -1.882 0.101 -3.840
O -2.591 2.120 -3.572
H -1.049 2.190 -5.801
H -0.010 1.009 -5.066
H -0.203 2.614 -4.304
C -3.254 -4.391 -3.179
N -3.119 -3.081 -2.487
O -3.988 -2.273 -2.654
O -2.125 -2.957 -1.802
H -4.039 -4.975 -2.700
H -2.302 -4.896 -3.077
H -3.585 -4.246 -4.203
C -4.406 2.349 4.349
N -4.972 1.493 3.270
O -5.627 2.040 2.411
O -4.837 0.289 3.366
H -3.591 1.786 4.786
H -5.193 2.582 5.059
H -4.081 3.261 3.853
C 6.754 1.759 2.539
N 5.690 0.763 2.292
O 5.849 -0.022 1.373
O 4.677 0.817 2.948
H 7.363 1.659 1.649
H 7.359 1.372 3.356
H 6.302 2.733 2.664
C -0.284 1.856 5.177
N -0.196 1.564 3.751
O 0.893 1.655 3.204
O -1.189 1.205 3.151
H 0.404 2.651 5.447
H 0.048 0.974 5.727
H -1.304 2.093 5.452
C 6.051 -2.426 -0.571
N 4.861 -2.901 0.181
O 3.791 -2.389 -0.078
O 5.007 -3.815 0.957
H 5.861 -1.499 -1.104
H 6.175 -3.140 -1.386
H 6.872 -2.335 0.128
C 4.167 -1.654 -5.499
N 2.687 -1.745 -5.239
O 2.027 -2.403 -6.001
O 2.270 -1.158 -4.264
H 4.541 -2.664 -5.637
H 4.581 -1.232 -4.590
H 4.298 -1.050 -6.390
C 5.794 4.553 -1.272
N 6.009 3.133 -0.902
O 5.153 2.348 -1.254
O 6.968 2.844 -0.223
H 5.014 4.579 -2.026
H 6.701 5.019 -1.644
H 5.452 5.085 -0.387
C -7.232 -3.918 1.465
C -7.000 -4.988 0.586
C -5.736 -5.172 0.072
C -4.709 -4.262 0.332
C -4.912 -3.292 1.296
C -6.189 -3.078 1.813
H -8.185 -3.750 1.948
H -7.846 -5.653 0.465
H -5.559 -6.002 -0.604
H -3.725 -4.414 -0.093
H -4.185 -2.502 1.452
H -6.413 -2.308 2.540
```

Results
**ΔE to the lowest compared entry with this formula, charge and spin**: 1.9 kJ/mol
**Energy**: -3298.17891 Eh
**Molecular weight**: 777.1 g mol⁻¹


3.
A molecular structure, C20H41F6N4PPtSbSi3. Source: OMol25; level of theory: wB97M-V/def2-TZVPD.

The geometry in XYZ format:
```
77
C20H41F6N4PPtSbSi3, DFT wB97M-V/def2-TZVPD
Pt 0.175 -0.246 0.145
C -2.468 -3.129 -2.648
Si -2.134 -1.744 -1.459
C -3.289 -1.797 -0.007
C -2.385 -0.089 -2.312
C -0.274 -1.825 -0.922
Si 0.018 -2.932 0.793
C -0.870 -2.188 2.262
C 1.815 -3.175 1.163
C -0.752 -4.542 0.284
Si 0.944 -2.168 -2.317
C 0.536 -1.205 -3.846
C 1.280 -3.948 -2.677
C 2.436 -1.325 -1.542
C 3.769 -1.516 -1.870
C 4.767 -0.850 -1.174
C 4.412 0.012 -0.152
C 3.075 0.186 0.142
N 2.119 -0.466 -0.538
H -3.518 -3.069 -2.947
H -2.306 -4.113 -2.219
H -1.872 -3.047 -3.558
H -4.303 -1.633 -0.381
H -3.083 -1.012 0.727
H -3.288 -2.752 0.516
H -3.384 0.287 -2.077
H -2.322 -0.185 -3.394
H -1.654 0.660 -2.009
H -0.937 -1.095 2.318
H -0.295 -2.475 3.145
H -1.881 -2.580 2.358
H 2.273 -2.297 1.623
H 2.400 -3.475 0.292
H 1.886 -3.985 1.895
H -1.830 -4.486 0.161
H -0.546 -5.239 1.102
H -0.306 -4.952 -0.620
H -0.338 -1.596 -4.365
H 1.381 -1.280 -4.535
H 0.372 -0.151 -3.629
H 0.369 -4.469 -2.975
H 1.714 -4.473 -1.826
H 1.978 -4.016 -3.514
H 4.022 -2.201 -2.669
H 5.809 -1.010 -1.419
H 5.151 0.537 0.435
H 2.766 0.822 0.952
C -0.534 5.157 -0.225
N 0.189 4.604 1.011
C -0.817 4.571 2.191
N -1.973 3.830 1.829
C -2.605 4.387 0.635
N -1.694 4.386 -0.512
C -1.406 3.036 -1.004
P -0.577 2.061 0.324
C 0.769 3.250 0.738
C -1.727 2.397 1.728
H 0.176 5.144 -1.052
H -0.806 6.184 0.015
H 0.955 5.232 1.268
H -1.065 5.613 2.384
H -0.294 4.128 3.039
H -2.907 5.414 0.841
H -3.493 3.809 0.389
H -0.769 3.083 -1.890
H -2.335 2.546 -1.297
H 1.463 3.340 -0.100
H 1.301 2.915 1.628
H -1.295 2.011 2.652
H -2.668 1.873 1.551
F 0.877 0.762 2.157
Sb 1.573 1.020 4.014
F 1.848 -0.830 4.017
F 3.205 1.290 3.121
F 2.215 1.360 5.712
F 1.182 2.846 3.637
F -0.223 0.812 4.492
```

Results
**Multiplicity**: 2
**ΔE to the lowest compared entry with this formula, charge and spin**: 50.7 kJ/mol
**Energy**: -3173.95410 Eh
**Molecular weight**: 883.6 g mol⁻¹
**Net charge**: +2


4.
A molecular structure, C20H41GeIrN2O5S. Source: OMol25; level of theory: wB97M-V/def2-TZVPD.

The geometry in XYZ format:
```
71
C20H41GeIrN2O5S, DFT wB97M-V/def2-TZVPD
Ir -0.227 0.156 -1.413
C -0.233 2.043 3.707
C 0.136 0.855 2.813
C 1.519 1.099 2.202
C 0.106 -0.433 3.642
O -0.801 0.714 1.774
Ge -1.873 1.814 0.848
O -0.336 2.238 -0.539
C 0.036 3.494 -1.040
C 0.774 3.301 -2.374
C -1.204 4.384 -1.220
C 0.981 4.174 -0.030
O -2.311 0.337 -0.552
C -3.272 -0.685 -0.476
C -3.981 -0.656 0.881
C -4.314 -0.483 -1.588
C -2.565 -2.035 -0.663
H 0.460 2.129 4.539
H -1.244 1.914 4.088
H -0.192 2.958 3.118
H 2.291 1.115 2.966
H 1.516 2.055 1.689
H 1.744 0.328 1.469
H 0.852 -0.396 4.429
H 0.294 -1.289 3.003
H -0.874 -0.556 4.092
H 0.086 2.955 -3.143
H 1.551 2.545 -2.248
H 1.232 4.231 -2.701
H -1.927 3.904 -1.875
H -0.916 5.342 -1.642
H -1.666 4.549 -0.247
H 1.923 3.634 0.022
H 0.510 4.179 0.953
H 1.178 5.199 -0.330
H -4.490 0.299 1.008
H -3.254 -0.782 1.680
H -4.714 -1.457 0.932
H -4.690 0.537 -1.564
H -5.146 -1.164 -1.439
H -3.882 -0.674 -2.565
H -1.936 -2.247 0.198
H -1.930 -1.990 -1.558
H -3.281 -2.842 -0.785
C -2.348 1.508 -3.743
O -1.433 0.563 -4.261
C -0.304 0.302 -3.594
C 0.685 -0.429 -4.446
H -3.322 1.287 -4.176
H -2.042 2.513 -4.052
H -2.389 1.454 -2.651
H 0.422 -0.326 -5.498
H 0.698 -1.492 -4.196
H 1.691 -0.049 -4.284
O 1.966 -1.919 -1.823
C 1.302 -1.316 -1.022
C 3.310 -2.356 2.981
N 3.253 -3.294 1.904
C 3.982 -4.543 1.970
C 3.637 -5.223 0.633
N 2.551 -4.406 0.110
C 2.410 -3.282 0.858
S 1.165 -2.112 0.703
H 4.353 -2.107 3.179
H 2.864 -2.771 3.887
H 2.774 -1.454 2.701
H 3.638 -5.135 2.826
H 5.052 -4.349 2.088
H 3.292 -6.249 0.777
H 4.491 -5.237 -0.046
H 2.373 -4.379 -0.881
```

Results
**Multiplicity**: 6
**ΔE to the lowest compared entry with this formula, charge and spin**: 123.1 kJ/mol
**Energy**: -3851.39614 Eh
**Molecular weight**: 686.5 g mol⁻¹
**Net charge**: +1


5.
A molecular structure, C20H41MnN2OP2S. Source: OMol25; level of theory: wB97M-V/def2-TZVPD.

The geometry in XYZ format:
```
68
C20H41MnN2OP2S, DFT wB97M-V/def2-TZVPD
Mn -0.111 -0.021 -0.297
P 0.438 2.164 -0.792
P -0.989 -2.132 0.033
N -1.513 0.196 -1.596
C -0.600 2.374 -2.305
H -0.907 3.419 -2.447
H 0.004 2.054 -3.167
C -1.832 1.462 -2.233
H -2.676 1.975 -1.725
H -2.219 1.288 -3.259
C -2.575 -0.774 -1.804
H -2.898 -0.765 -2.867
H -3.497 -0.495 -1.253
C -2.118 -2.190 -1.427
H -1.543 -2.593 -2.274
H -2.989 -2.834 -1.244
C -2.179 -2.445 1.416
C -1.575 -2.122 2.783
H -2.363 -2.227 3.542
H -1.203 -1.093 2.839
H -0.760 -2.810 3.045
C 0.213 -3.508 -0.165
C 1.011 -3.762 1.117
H 1.839 -4.441 0.877
H 0.399 -4.242 1.895
H 1.467 -2.852 1.523
C 2.185 2.412 -1.304
C 3.120 2.560 -0.100
H 4.155 2.505 -0.460
H 3.003 1.752 0.632
H 2.992 3.529 0.403
C -0.183 3.549 0.266
C 0.270 3.414 1.720
H -0.218 4.205 2.307
H 1.356 3.536 1.825
H -0.025 2.454 2.158
C -1.295 0.604 0.905
O -2.315 1.021 1.324
C -0.407 -4.798 -0.709
H -1.032 -5.297 0.041
H -1.002 -4.632 -1.614
H 0.411 -5.483 -0.967
C 2.378 3.550 -2.311
H 3.407 3.497 -2.689
H 1.703 3.473 -3.170
H 2.248 4.533 -1.843
C 0.130 4.945 -0.278
H -0.443 5.673 0.314
H 1.194 5.196 -0.158
H -0.160 5.076 -1.329
C -2.800 -3.844 1.410
H -2.076 -4.609 1.726
H -3.619 -3.852 2.144
H -3.228 -4.125 0.439
H -2.971 -1.704 1.207
H -1.276 3.390 0.230
H 0.902 -3.099 -0.926
H 2.415 1.455 -1.807
H 1.141 -0.638 -2.612
H 1.546 -0.783 -1.960
S 3.720 -0.910 1.761
C 2.585 -0.293 2.936
C 1.383 -0.006 2.365
N 1.353 -0.276 0.980
C 2.541 -0.769 0.545
H 2.828 -0.167 3.980
H 0.520 0.387 2.880
H 2.739 -1.056 -0.477
```

Results
**Multiplicity**: 4
**Energy**: -3202.23578 Eh
**Molecular weight**: 474.5 g mol⁻¹
**Net charge**: +3


6.
A molecular structure, C20H41N6O3PSTi. Source: OMol25; level of theory: wB97M-V/def2-TZVPD.

The geometry in XYZ format:
```
73
C20H41N6O3PSTi, DFT wB97M-V/def2-TZVPD
Ti -0.103 0.616 0.326
C -3.151 0.739 3.366
C -2.318 0.509 2.153
N -1.000 0.349 2.162
N -0.358 0.169 3.359
C 0.933 -0.223 3.374
N 1.562 -0.419 4.522
S 1.704 -0.406 1.872
C -2.897 0.238 0.864
C -4.272 0.020 0.670
C -4.707 -0.549 -0.509
C -3.754 -0.901 -1.468
C -2.422 -0.616 -1.236
N -1.978 -0.022 -0.118
H -2.608 1.275 4.143
H -3.515 -0.204 3.781
H -4.036 1.321 3.123
H -0.916 0.166 4.213
H 1.108 -0.360 5.423
H 2.535 -0.695 4.514
H -4.972 0.236 1.461
H -5.754 -0.759 -0.673
H -4.049 -1.392 -2.382
H -1.669 -0.893 -1.959
C 0.145 3.085 2.482
N 0.756 2.647 1.209
C 2.224 2.687 1.424
C 0.406 3.659 0.176
C -0.646 3.129 -0.791
N -0.229 1.863 -1.447
C 1.140 1.963 -1.997
C -1.121 1.686 -2.612
H 0.497 4.089 2.746
H 0.443 2.433 3.301
H -0.944 3.115 2.403
H 2.561 3.717 1.590
H 2.772 2.274 0.573
H 2.501 2.110 2.306
H 1.302 3.957 -0.374
H 0.020 4.572 0.644
H -0.824 3.907 -1.549
H -1.605 2.945 -0.268
H 1.257 2.877 -2.592
H 1.324 1.117 -2.660
H 1.897 1.947 -1.207
H -0.976 2.506 -3.325
H -2.171 1.686 -2.318
H -0.886 0.761 -3.134
C 4.491 -2.903 -1.210
C 3.581 -1.983 -0.419
O 2.216 -2.206 -0.837
P 0.905 -1.320 -0.919
O -0.192 -2.449 -0.626
C -0.409 -3.122 0.626
C -1.484 -4.166 0.395
O 0.625 -1.055 -2.461
C 0.977 -1.993 -3.527
C 1.923 -1.314 -4.489
H 5.495 -2.848 -0.798
H 4.529 -2.624 -2.259
H 4.150 -3.931 -1.135
H 3.854 -0.933 -0.562
H 3.635 -2.237 0.642
H -0.731 -2.374 1.374
H 0.521 -3.591 0.957
H -2.382 -3.697 0.003
H -1.727 -4.673 1.323
H -1.131 -4.901 -0.323
H 0.043 -2.264 -4.016
H 1.424 -2.883 -3.087
H 1.506 -0.381 -4.858
H 2.093 -1.967 -5.339
H 2.881 -1.113 -4.019
```

Results
**Multiplicity**: 2
**ΔE to the lowest compared entry with this formula, charge and spin**: 135.8 kJ/mol
**Energy**: -2929.13858 Eh
**Molecular weight**: 524.5 g mol⁻¹
**Net charge**: +3